{"formula": "C5H6NaO5", "method": "ωB97M-V/def2-TZVPD", "species": ["H", "O", "C", "C", "H", "H", "C", "C", "O", "C", "O", "O", "Na", "O", "H", "H", "H"], "xyz": [[-0.19875, 3.03165, -2.20081], [0.22559, 2.55360, 0.55460], [-0.20867, 2.03365, -1.76401], [-0.01767, 1.88400, -0.44462], [-0.52462, 1.15990, -2.33374], [1.78200, -2.45019, 0.09232], [1.15224, -1.69440, 0.62736], [0.50989, -0.85616, -0.48350], [-0.31830, 0.16653, 0.08251], [-1.94213, -0.41153, 0.97332], [-2.57850, -1.12378, 0.26180], [-1.85377, 0.03428, 2.08674], [0.57280, 0.77543, 2.15801], [1.83619, -0.95552, 1.55424], [0.32383, -2.29929, 1.08099], [-0.07183, -1.47944, -1.18453], [1.31169, -0.36872, -1.06068]], "mulliken_charge": [0.2770, -0.7218, -0.9207, 0.8199, 0.2777, 0.3293, -0.5404, -0.3580, -0.6547, 0.8629, -0.5104, -0.5873, 0.8822, -0.9564, 0.1807, 0.2456, 0.3745], "homo_lumo_gap_ev": 6.06, "homo_energy_ha": -0.1360, "total_charge": -1, "de_lowest_ev": 0.0000}

{"formula": "C34H65F8IN7O8", "method": "ωB97M-V/def2-TZVPD", "species": ["C", "C", "C", "C", "C", "I", "C", "C", "O", "C", "C", "F", "F", "C", "F", "F", "C", "F", "F", "C", "F", "F", "C", "C", "C", "C", "N", "O", "H", "H", "H", "H", "H", "H", "H", "H", "H", "H", "H", "H", "H", "H", "H", "H", "H", "H", "H", "H", "H", "H", "H", "C", "C", "O", "N", "C", "H", "H", "H", "H", "H", "H", "H", "C", "C", "O", "N", "C", "H", "H", "H", "H", "H", "H", "H", "C", "C", "O", "N", "C", "H", "H", "H", "H", "H", "H", "H", "C", "C", "O", "N", "C", "H", "H", "H", "H", "H", "H", "H", "C", "C", "O", "N", "C", "H", "H", "H", "H", "H", "H", "H", "C", "C", "O", "N", "C", "H", "H", "H", "H", "H", "H", "H"], "xyz": [[-2.00298, -3.29802, 0.47774], [-1.97212, -1.74923, 0.40415], [-0.47572, -1.36984, 0.46690], [-2.62063, -1.36985, -0.92933], [-3.24962, 0.06096, -0.99017], [-5.42278, -0.19350, -0.95133], [-2.91730, 0.68839, -2.37172], [-1.92273, 1.82276, -2.32291], [-1.83341, 2.43652, -3.60260], [-0.69539, 3.25661, -3.71391], [-1.02378, 4.52947, -4.51465], [-2.21751, 4.37199, -5.10050], [-0.12623, 4.62214, -5.52889], [-1.05211, 5.92268, -3.76929], [-2.26719, 6.46131, -3.92801], [-0.18916, 6.77070, -4.37222], [-0.73810, 5.96424, -2.25450], [-1.19183, 7.16723, -1.83364], [-1.41011, 5.04707, -1.55427], [0.77142, 5.97920, -1.89887], [1.26869, 4.73609, -1.84677], [0.87234, 6.49723, -0.65315], [-2.75379, 0.87639, 0.19982], [-2.90933, 0.22861, 1.59541], [-4.19138, 0.64249, 2.30838], [-1.77431, 0.81706, 2.47108], [-2.73152, -1.24951, 1.57004], [-3.79680, -1.92076, 1.81862], [-1.26719, -3.70722, -0.20801], [-2.96884, -3.66512, 0.18927], [-1.79593, -3.57590, 1.50714], [0.11123, -2.13404, -0.02555], [-0.16966, -1.25456, 1.50182], [-0.28866, -0.43880, -0.06537], [-1.89515, -1.50467, -1.72278], [-3.41011, -2.08675, -1.11606], [-2.56948, -0.07286, -3.06299], [-3.82394, 1.08656, -2.81747], [-2.17992, 2.59171, -1.59464], [-0.94752, 1.41902, -2.02349], [0.04416, 2.70576, -4.29637], [-0.26465, 3.42835, -2.73459], [1.33526, 6.63842, -2.55040], [-1.69896, 1.10198, 0.07515], [-3.26327, 1.83700, 0.21651], [-4.30674, 1.70842, 2.12843], [-5.07246, 0.16269, 1.90507], [-4.12198, 0.46668, 3.37616], [-0.81583, 0.80684, 1.95873], [-2.02744, 1.86646, 2.61954], [-1.70588, 0.30485, 3.42218], [2.21437, 6.40958, -6.78055], [3.52204, 7.16211, -6.83939], [4.59573, 6.61766, -6.64339], [3.46367, 8.49298, -7.12115], [2.28833, 9.30427, -7.37921], [2.41731, 5.36920, -6.54769], [1.57358, 6.82268, -6.00357], [1.70161, 6.45854, -7.74178], [4.36706, 8.93839, -7.14597], [2.35821, 9.74791, -8.37394], [2.22746, 10.10903, -6.64432], [1.38321, 8.70980, -7.32344], [-0.71520, -4.88919, -3.37366], [-2.04745, -4.18033, -3.43036], [-2.13282, -2.96974, -3.57890], [-3.16401, -4.93519, -3.29830], [-3.26182, -6.36835, -3.10338], [0.07501, -4.15331, -3.48880], [-0.59265, -5.38995, -2.41224], [-0.63467, -5.61908, -4.18004], [-4.01737, -4.40006, -3.33683], [-3.83524, -6.81156, -3.92053], [-3.77327, -6.56974, -2.16147], [-2.27938, -6.82668, -3.07441], [1.44997, 0.90470, 5.80859], [0.02821, 1.40683, 5.74815], [-0.86838, 0.72808, 5.27823], [-0.22920, 2.65429, 6.23253], [0.70300, 3.59720, 6.81918], [1.48216, -0.09198, 5.37532], [2.10777, 1.55663, 5.23121], [1.79401, 0.85564, 6.84381], [-1.19751, 2.92294, 6.15768], [0.39554, 3.83362, 7.83968], [0.70959, 4.52052, 6.23671], [1.70739, 3.18929, 6.84116], [-4.75860, -6.18804, 2.06169], [-3.65505, -6.50559, 1.08326], [-3.44461, -5.80940, 0.10327], [-2.88632, -7.60099, 1.33210], [-2.98636, -8.53301, 2.43962], [-5.26979, -5.29024, 1.72793], [-5.47720, -7.00776, 2.10735], [-4.34736, -6.00519, 3.05494], [-2.16735, -7.75334, 0.64300], [-2.05084, -8.53884, 3.00166], [-3.16859, -9.53944, 2.05858], [-3.79489, -8.25919, 3.10785], [2.99666, -3.03972, 2.26980], [2.43021, -2.65563, 3.61265], [1.74443, -1.65549, 3.76959], [2.71109, -3.46909, 4.66486], [3.50585, -4.68360, 4.66906], [2.68965, -2.30083, 1.53524], [4.08837, -3.06285, 2.30470], [2.61971, -4.01581, 1.96108], [2.30133, -3.16206, 5.53280], [2.89317, -5.52199, 5.00585], [4.34707, -4.57031, 5.35458], [3.88943, -4.90224, 3.67904], [8.19087, -0.92761, 1.36426], [6.93418, -1.28578, 2.12045], [6.50612, -2.42908, 2.16086], [6.28116, -0.28262, 2.76358], [6.63424, 1.12366, 2.82598], [8.59037, -1.82835, 0.90922], [7.97104, -0.20526, 0.57752], [8.93987, -0.51452, 2.04068], [5.45001, -0.58668, 3.24692], [6.78565, 1.41857, 3.86566], [5.82422, 1.72417, 2.40913], [7.54234, 1.32415, 2.26863]], "mulliken_charge": [-2.2710, 2.7070, -2.1376, -1.6826, 0.9711, 0.1217, -1.1133, -0.0820, -0.4850, -0.7860, 1.0378, -0.2917, -0.2568, 0.5462, -0.3080, -0.3016, 0.3332, -0.3432, -0.2228, 0.2628, -0.2496, -0.2889, -2.4077, 1.5921, -1.8230, -2.4614, 0.8661, -0.6971, 0.2705, 0.5979, 0.5730, 0.5870, 0.2516, 0.1274, 0.4858, 0.2097, 0.1680, 0.3995, 0.3866, 0.4675, 0.3338, 0.3850, 0.2715, 0.4897, 0.8743, 0.4165, 0.3664, 0.4123, 0.3820, 0.4426, 0.8173, -0.8324, 0.6185, -0.6524, -0.1489, -0.7851, 0.3094, 0.0358, 0.4201, 0.2238, 0.2871, 0.2713, 0.2981, -1.5177, 0.9360, -0.6632, -0.0939, -0.8130, 0.3324, 0.3508, 0.4338, 0.2328, 0.3421, 0.1858, 0.2896, -1.1286, 0.7840, -0.6624, -0.1622, -0.8644, 0.0886, 0.3774, 0.3901, 0.2441, 0.2835, 0.2876, 0.3308, -1.5202, 0.7850, -0.5094, -0.1242, -0.9112, 0.3044, 0.4364, 0.4015, 0.2305, 0.2935, 0.2954, 0.3471, -1.2281, 0.7221, -0.5793, -0.1437, -0.9167, 0.1443, 0.3907, 0.4488, 0.2393, 0.3011, 0.2837, 0.3472, -1.3664, 0.8581, -0.6288, -0.0845, -0.9036, 0.2967, 0.3672, 0.3784, 0.1324, 0.2890, 0.2873, 0.3621], "homo_lumo_gap_ev": [7.92, 8.95], "multiplicity": 2, "homo_energy_ha": [-0.2758, -0.3137]}

{"formula": "C4H6FNO", "method": "ωB97M-V/def2-TZVPD", "species": ["N", "C", "C", "O", "H", "H", "H", "C", "C", "F", "H", "H", "H"], "xyz": [[-2.67837, -1.49890, 0.06984], [-1.98833, -0.54236, 0.10245], [-1.18239, 0.46062, 0.28808], [-0.74511, 1.34912, -0.75237], [-3.65267, -1.51231, -0.09544], [-1.11717, 0.82436, 1.36513], [-1.13570, 1.19377, -1.66970], [2.43283, 0.47701, 0.52336], [1.75267, -0.35732, -0.25564], [1.83917, -1.73343, -0.18080], [3.13107, 0.07284, 1.29320], [2.25096, 1.47508, 0.40208], [1.09306, -0.20847, -1.09021]], "mulliken_charge": [-0.4125, 0.4838, -0.4025, -0.5202, 0.2821, 0.2444, 0.3066, -0.7359, 0.1042, -0.2765, 0.2398, 0.3193, 0.3675], "homo_lumo_gap_ev": 8.81, "homo_energy_ha": -0.3060, "smiles": "N=C=CO.C=CF", "de_lowest_ev": 3.5318}

{"formula": "C42H100F18N8O5P3", "method": "ωB97M-V/def2-TZVPD", "species": ["C", "C", "O", "N", "H", "H", "C", "H", "H", "H", "H", "H", "H", "C", "C", "O", "N", "H", "H", "C", "H", "H", "H", "H", "H", "H", "C", "C", "O", "N", "H", "H", "C", "H", "H", "H", "H", "H", "H", "C", "C", "O", "N", "H", "H", "C", "H", "H", "H", "H", "H", "H", "C", "C", "O", "N", "H", "H", "C", "H", "H", "H", "H", "H", "H", "C", "C", "C", "C", "N", "C", "C", "C", "C", "C", "H", "H", "H", "H", "H", "H", "H", "H", "H", "H", "H", "H", "H", "H", "H", "H", "H", "H", "H", "H", "C", "C", "C", "C", "N", "C", "C", "C", "C", "C", "H", "H", "H", "H", "H", "H", "H", "H", "H", "H", "H", "H", "H", "H", "H", "H", "H", "H", "H", "H", "C", "C", "C", "C", "N", "C", "C", "C", "C", "C", "H", "H", "H", "H", "H", "H", "H", "H", "H", "H", "H", "H", "H", "H", "H", "H", "H", "H", "H", "H", "P", "F", "F", "F", "F", "F", "F", "P", "F", "F", "F", "F", "F", "F", "P", "F", "F", "F", "F", "F", "F"], "xyz": [[-1.13758, -2.14807, -9.79086], [0.13104, -1.91498, -9.07883], [0.92831, -1.06188, -9.13703], [0.51486, -3.07790, -8.16690], [0.78887, -2.55246, -7.32478], [-0.19335, -3.75197, -8.02425], [1.69873, -3.88470, -8.61986], [-1.03632, -3.08917, -10.32216], [-1.23019, -1.42446, -10.63151], [-2.06777, -2.23459, -9.20298], [2.52947, -3.22487, -8.74646], [1.53532, -4.48422, -9.53707], [1.93463, -4.49437, -7.77351], [-5.55279, 13.24299, -5.87422], [-5.75216, 12.48437, -7.07270], [-5.94343, 11.75679, -7.98635], [-7.30671, 14.17271, -8.25366], [-7.80009, 14.08480, -7.32778], [-6.48468, 14.79381, -8.29812], [-7.67283, 13.40700, -9.17856], [-4.69749, 12.50763, -5.57792], [-6.27485, 13.11654, -5.04402], [-5.02142, 14.23413, -5.88928], [-8.30372, 14.47290, -9.79814], [-8.51739, 12.74199, -8.94440], [-7.21117, 13.48311, -10.18507], [-3.51039, 5.92242, 9.46382], [-4.76889, 5.19435, 9.35636], [-5.29884, 4.62129, 8.47553], [-5.52062, 5.17749, 10.74705], [-4.91324, 5.24554, 11.53487], [-6.22110, 5.88002, 10.66506], [-6.34382, 3.93794, 10.85520], [-3.27921, 6.59945, 8.67902], [-2.63252, 5.25667, 9.49646], [-3.30204, 6.39353, 10.44921], [-7.12793, 3.90436, 10.08583], [-6.79373, 3.86620, 11.81277], [-5.73045, 3.11373, 10.60336], [-0.42944, 4.51956, 1.24605], [-0.31790, 3.43396, 0.19562], [-1.08341, 3.15660, -0.65534], [0.88958, 2.52136, 0.32392], [1.54715, 2.75015, 1.08568], [0.58135, 1.56779, 0.56567], [1.58467, 2.49902, -1.02342], [0.53751, 5.01668, 1.35346], [-0.54884, 3.95906, 2.16535], [-1.23589, 5.27193, 1.09244], [2.50512, 1.91341, -0.93963], [1.75746, 3.48542, -1.38673], [0.93403, 2.00455, -1.72560], [7.18914, 8.99171, 0.55981], [6.91406, 7.87918, 1.47234], [6.51096, 7.97136, 2.60060], [7.23197, 6.38673, 0.96574], [6.54212, 5.74860, 1.42188], [6.95451, 6.39788, -0.03767], [8.64965, 5.93115, 1.10335], [6.17185, 9.33076, 0.21717], [7.61077, 8.55951, -0.34724], [7.75586, 9.83446, 1.03693], [9.34551, 6.54060, 0.48932], [8.73290, 4.93191, 0.73541], [8.96181, 6.00613, 2.12445], [8.10036, 0.67399, 3.99288], [7.16074, -0.12937, 4.94276], [5.74212, -0.48503, 4.40879], [5.09578, -1.22043, 5.46858], [3.61773, -1.58756, 5.11238], [3.02463, -2.38163, 6.21994], [1.86761, -3.19996, 5.56931], [2.44530, -3.44690, 4.14831], [3.52728, -2.45165, 3.91858], [2.73852, -0.37821, 4.93569], [7.61760, 1.54122, 3.55610], [8.34637, 0.07864, 3.10714], [8.98915, 1.07096, 4.49412], [7.08477, 0.46142, 5.81505], [7.72200, -1.05531, 5.12921], [5.92385, -1.00913, 3.53744], [5.20797, 0.45356, 4.24569], [4.98713, -0.64208, 6.37706], [5.48966, -2.22191, 5.66104], [2.79809, -1.67256, 7.01121], [3.81159, -3.07136, 6.56731], [0.89547, -2.71437, 5.51219], [1.71616, -4.15179, 6.04275], [1.69216, -3.34720, 3.35375], [2.85714, -4.40353, 4.01812], [3.28410, -1.87548, 2.98084], [4.46332, -2.95312, 3.72606], [3.09075, 0.30820, 5.70584], [1.77228, -0.74692, 5.09936], [2.91057, 0.13664, 4.00306], [2.85053, -11.78175, -2.79730], [2.18614, -10.88533, -1.75799], [2.22396, -9.46982, -2.33278], [1.51802, -8.55974, -1.32520], [1.63980, -7.10108, -1.67441], [3.04295, -6.57326, -1.71862], [2.84894, -5.09185, -1.47014], [1.67385, -4.88070, -0.51177], [0.94797, -6.25538, -0.62199], [1.01035, -6.89784, -2.90432], [2.89328, -12.81992, -2.52036], [3.84043, -11.43586, -2.90304], [2.31698, -11.54585, -3.76931], [2.72999, -10.88354, -0.76539], [1.18047, -11.27826, -1.49833], [1.71675, -9.51059, -3.26591], [3.26292, -9.11022, -2.62066], [1.99628, -8.76824, -0.35672], [0.46911, -8.85607, -1.19340], [3.48814, -6.90635, -2.67457], [3.45581, -7.04718, -0.86221], [2.74379, -4.53672, -2.44579], [3.81399, -4.69960, -1.01084], [1.03193, -4.05055, -0.77296], [2.02750, -4.76151, 0.51379], [-0.14335, -6.20442, -0.90816], [1.06122, -6.76741, 0.33301], [1.65487, -7.22960, -3.75813], [0.78605, -5.84676, -2.89964], [0.06691, -7.49644, -2.81707], [-5.36740, 2.21488, 0.73195], [-5.11873, 1.13877, -0.32896], [-6.00056, -0.11248, -0.13912], [-5.56698, -1.27267, -1.02290], [-6.06812, -2.67985, -0.71235], [-5.51824, -3.60111, -1.71484], [-6.32713, -4.83728, -1.65636], [-7.75395, -4.42410, -1.26354], [-7.66295, -2.94987, -0.93973], [-5.60191, -3.05868, 0.62353], [-6.43716, 2.21898, 1.07213], [-5.12681, 3.17973, 0.36119], [-4.76111, 2.03920, 1.66105], [-4.00974, 1.01914, -0.41888], [-5.43619, 1.59334, -1.31104], [-7.05109, 0.23769, -0.38220], [-5.92943, -0.39685, 0.91286], [-4.47977, -1.43499, -0.92802], [-5.83172, -1.12426, -2.06416], [-4.49423, -3.70695, -1.58547], [-5.63981, -3.16954, -2.70405], [-5.99643, -5.54960, -0.90953], [-6.26318, -5.27330, -2.66075], [-7.95128, -4.94088, -0.35117], [-8.53038, -4.60684, -1.96383], [-8.22084, -2.60860, -0.06926], [-7.89462, -2.30772, -1.80573], [-6.08625, -2.47458, 1.42027], [-4.55223, -2.86795, 0.67018], [-5.70616, -4.13701, 0.77255], [-0.09460, -0.89130, 1.57159], [0.52812, -2.27653, 0.99965], [1.41591, -0.24190, 1.65963], [-0.22140, -0.24057, 0.02769], [-0.68649, 0.53711, 2.12049], [-1.61191, -1.45467, 1.53313], [0.03510, -1.47988, 3.02603], [4.47189, 3.08908, 2.35056], [3.35914, 4.25202, 2.16865], [5.19794, 3.90699, 3.53924], [3.57678, 2.35720, 3.45994], [5.57366, 1.92435, 2.41821], [3.77455, 2.27407, 1.14894], [5.39201, 3.90746, 1.21768], [-0.23688, -3.26701, -4.68694], [0.87723, -3.71967, -3.52593], [1.02198, -2.58687, -5.50272], [0.14592, -4.57591, -5.55209], [-1.29853, -2.90792, -5.83198], [-1.38668, -4.06853, -3.87169], [-0.47218, -1.84903, -3.99196]], "mulliken_charge": [-1.1491, 0.7540, -0.4120, -0.0024, 0.2533, 0.3808, -0.9026, 0.3914, 0.3394, 0.3305, 0.4056, 0.3552, 0.3133, -0.7650, 0.7187, -0.2094, -0.3167, 0.2746, 0.2821, -1.0419, 0.2968, 0.3631, 0.3558, 0.2851, 0.3425, 0.4142, -1.0767, 0.7556, -0.3673, -0.1813, 0.3717, 0.3214, -0.8998, 0.3273, 0.3320, 0.3166, 0.3475, 0.3691, 0.3837, -1.1298, 0.7962, -0.4385, 0.5986, 0.2519, -0.2736, -0.9448, 0.3392, 0.3281, 0.3358, 0.2745, 0.4171, 0.4183, -0.8376, 0.5081, -0.3903, 0.0402, 0.0950, 0.4385, -0.8576, 0.3073, 0.3024, 0.3235, 0.3532, 0.3643, 0.3865, -1.1990, -0.6794, 0.4135, -1.1503, 0.5761, -0.4818, -1.1217, -0.0617, -0.4948, -1.2287, 0.1731, 0.3376, 0.3970, 0.4085, 0.3373, 0.4675, -0.0220, 0.3249, 0.3141, 0.3801, 0.4218, 0.3702, 0.4260, -0.0906, 0.5377, 0.0831, 0.3709, 0.2594, 0.5365, 0.3221, -1.2923, -0.2699, -0.2781, -1.1996, 0.4861, -0.6504, -0.6978, -0.0719, -0.7480, -0.9448, 0.4061, 0.3452, 0.3020, 0.2933, 0.3309, 0.3965, 0.2463, 0.4092, 0.4381, 0.5136, 0.4009, 0.0839, 0.5516, 0.1113, 0.1425, 0.3246, 0.4027, 0.3165, 0.3650, 0.3128, -1.3443, -0.2554, -0.3142, -0.9643, 0.2480, -1.0322, -0.6749, -0.6375, -0.4626, -1.0357, 0.3458, 0.4406, 0.2673, 0.3284, 0.2604, 0.2606, 0.2684, 0.4152, 0.3590, 0.8200, 0.4061, 0.3417, 0.3787, 0.2802, 0.3961, 0.3909, 0.3418, 0.2908, 0.4738, 0.4055, 1.2521, -0.2390, -0.4180, -0.4547, -0.4107, -0.3742, -0.3268, 1.4449, -0.3638, -0.3700, -0.3613, -0.3480, -0.4151, -0.5258, 1.3006, -0.4193, -0.4966, -0.3747, -0.4132, -0.3627, -0.3391], "homo_lumo_gap_ev": 6.17, "homo_energy_ha": -0.5382, "total_charge": 5, "de_lowest_ev": 0.0000}

| no. | electronic energy (a.u.) |
| --- | --- |
| 1 | -732.68062 |
| 2 | -3416.32923 |
| 3 | -385.74373 |
| 4 | -5295.03360 |